A cluster of 2 separate species, C3H11O in total in a non-equilibrium geometry, computed with wB97M-V/def2-TZVPD.

Properties
- LUMO energy (alpha / beta): 1.081 / 0.495 eV
- Net charge: 0
- Frontier orbital gap (alpha / beta): 5.78 / 11.75 eV
- E_HOMO (alpha / beta): -4.70 / -11.25 eV
- Relative energy (zero: lowest compared OMol25 entry of this formula, charge and spin): 137.15 kJ/mol
- Multiplicity: 2

Last column: Löwdin charge in e.
Geometry (Å):
1 O 1.130 -1.322 -2.070  0.05
2 H 0.924 -2.208 -2.274  0.00
3 H 0.369 -0.724 -2.380  0.04
4 H 1.335 -1.079 -1.098  0.06
5 C 0.859 0.388 0.706  -0.15
6 C -0.654 0.398 0.306  -0.32
7 C -1.597 0.880 1.470  -0.09
8 H 1.002 -0.415 1.327  0.03
9 H 1.542 0.141 -0.011  -0.04
10 H 1.129 1.465 1.136  0.13
11 H -0.842 1.158 -0.475  0.08
12 H -0.874 -0.525 -0.158  0.03
13 H -1.527 0.001 2.204  0.10
14 H -2.557 1.050 1.354  0.00
15 H -1.189 1.715 2.049  0.07

***

The ion C15H14NO4S with charge +1 in a non-equilibrium geometry, computed with wB97M-V/def2-TZVPD.

Properties
- LUMO energy: -4.878 eV
- Net charge: +1
- Frontier orbital gap: 7.67 eV
- E_HOMO: -12.55 eV
- Relative energy (zero: lowest compared OMol25 entry of this formula, charge and spin): 0.00 kJ/mol
- Multiplicity: 1

Last column: Löwdin charge in e.
Geometry (Å):
1 O 3.308 0.014 -1.880  0.11
2 O 1.794 0.550 1.547  0.07
3 O 0.193 2.022 1.798  0.09
4 O -3.000 -2.562 0.992  0.13
5 S 1.258 -1.800 -0.521  1.05
6 C 2.293 0.529 -1.417  -0.42
7 C -2.811 -2.423 -0.345  -0.15
8 C -1.454 -2.133 -0.835  0.01
9 C -0.662 -2.235 1.467  0.02
10 C -0.402 -2.097 0.057  -0.45
11 C -1.957 -2.430 1.898  -0.19
12 C 3.001 4.193 -1.645  -0.03
13 C 2.479 4.684 -0.425  -0.03
14 C 2.897 2.833 -1.910  0.01
15 C 1.824 3.825 0.457  0.02
16 C 2.325 1.932 -0.971  -0.07
17 C 1.773 2.427 0.239  -0.11
18 N 1.213 1.610 1.245  -0.33
19 C -3.914 -2.758 -1.298  0.03
20 C -2.236 -2.608 3.354  0.02
21 C 0.988 -0.235 -1.386  -0.36
22 H -1.273 -2.102 -1.905  0.13
23 H 0.102 -2.156 2.229  0.13
24 H 3.532 4.842 -2.343  0.12
25 H 2.549 5.747 -0.235  0.11
26 H 3.342 2.506 -2.805  0.11
27 H 1.426 4.254 1.382  0.13
28 H -4.771 -3.157 -0.778  0.10
29 H -3.564 -3.502 -2.009  0.11
30 H -4.245 -1.842 -1.815  0.12
31 H -1.399 -2.265 3.955  0.10
32 H -2.400 -3.658 3.553  0.10
33 H -3.091 -1.980 3.705  0.12
34 H 0.180 0.384 -0.944  0.11
35 H 0.700 -0.409 -2.412  0.10

***

A structure of composition C7H9ORhSe4Te, computed with wB97M-V/def2-TZVPD.

Properties
- LUMO energy: -1.794 eV
- Net charge: 0
- Frontier orbital gap: 6.34 eV
- E_HOMO: -8.13 eV
- Multiplicity: 1

Last column: Löwdin charge in e.
Geometry (Å):
1 Rh 1.634 0.812 0.610  -0.10
2 Se 1.778 -1.559 0.816  0.12
3 Se 2.953 -0.430 2.486  0.04
4 Te 0.621 0.674 2.863  0.51
5 Se 0.969 2.854 3.779  -0.08
6 C 1.180 3.868 -0.047  -0.16
7 O 1.993 2.946 0.693  -0.35
8 H 1.548 4.880 0.112  0.09
9 H 0.135 3.793 0.256  0.07
10 H 1.275 3.609 -1.099  0.07
11 H 1.905 3.167 1.645  -0.08
12 Se -0.175 0.978 -0.936  0.68
13 C -0.861 -0.816 -0.983  -0.70
14 C -1.953 -1.166 -0.196  -0.15
15 C -2.443 -2.465 -0.221  -0.09
16 C -1.849 -3.420 -1.034  -0.09
17 C -0.766 -3.070 -1.828  -0.09
18 C -0.274 -1.771 -1.806  -0.19
19 H -2.419 -0.419 0.436  0.10
20 H -3.291 -2.730 0.397  0.10
21 H -2.230 -4.432 -1.050  0.10
22 H -0.301 -3.808 -2.469  0.10
23 H 0.571 -1.497 -2.425  0.10

***

A structure of composition C4H3O2Sr in a non-equilibrium geometry, computed with wB97M-V/def2-TZVPD.

Properties
- LUMO energy (alpha / beta): -2.007 / -1.908 eV
- Net charge: 0
- Frontier orbital gap (alpha / beta): 3.66 / 3.75 eV
- E_HOMO (alpha / beta): -5.67 / -5.66 eV
- Relative energy (zero: lowest compared OMol25 entry of this formula, charge and spin): 182.11 kJ/mol
- Multiplicity: 2

Last column: Löwdin charge in e.
Geometry (Å):
1 O 2.002 -1.009 -0.515  -0.58
2 C 0.732 -1.320 -0.726  -0.37
3 C -0.355 -0.580 -0.301  -0.20
4 C -0.321 0.787 0.034  -0.07
5 C -1.314 1.470 0.730  -0.41
6 O -1.926 1.092 1.778  -0.08
7 H -1.315 -1.133 -0.276  0.11
8 H -1.551 2.500 0.363  0.09
9 Sr 3.430 0.603 -0.206  1.43
10 H 0.617 -2.410 -0.882  0.10

***

The molecule C21H15N3O2 in a non-equilibrium geometry, computed with wB97M-V/def2-TZVPD.

Properties
- LUMO energy: -0.166 eV
- Net charge: 0
- Frontier orbital gap: 7.62 eV
- SMILES: OC1=NOCc2[nH]c3c(ccc4cnc(/C=C/c5ccccc5)cc43)c21
- E_HOMO: -7.79 eV
- Multiplicity: 1

Last column: Löwdin charge in e.
Geometry (Å):
1 O -2.316 2.086 -6.172  0.08
2 C -2.789 1.015 -5.467  -0.31
3 N -3.869 0.459 -5.940  0.10
4 O -4.374 -0.667 -5.221  -0.12
5 C -4.308 -0.616 -3.794  -0.12
6 C -2.991 -0.098 -3.295  -0.14
7 N -2.280 -0.193 -2.120  0.15
8 C -1.068 0.474 -2.193  -0.12
9 C -1.064 1.099 -3.436  -0.10
10 C -0.021 1.902 -3.884  0.00
11 C 0.989 2.157 -2.973  -0.02
12 C 1.046 1.499 -1.717  -0.15
13 C 2.123 1.696 -0.807  -0.06
14 N 2.237 1.171 0.406  0.12
15 C 1.268 0.323 0.788  -0.29
16 C 1.309 -0.335 2.129  -0.02
17 C 2.305 -0.280 3.135  0.00
18 C 2.201 -0.967 4.455  -0.23
19 C 3.129 -0.682 5.453  -0.04
20 C 3.009 -1.287 6.705  -0.07
21 C 2.046 -2.291 6.920  -0.10
22 C 1.184 -2.623 5.908  -0.09
23 C 1.225 -1.945 4.679  -0.03
24 C 0.182 0.032 -0.033  0.04
25 C 0.019 0.636 -1.303  -0.09
26 C -2.275 0.685 -4.152  -0.03
27 H -2.949 2.167 -6.898  0.11
28 H -4.422 -1.624 -3.410  0.13
29 H -5.159 -0.022 -3.418  0.13
30 H -2.607 -0.745 -1.325  0.17
31 H 0.003 2.344 -4.882  0.12
32 H 1.753 2.891 -3.247  0.12
33 H 2.901 2.360 -1.129  0.11
34 H 0.392 -0.895 2.338  0.08
35 H 3.176 0.311 2.825  0.10
36 H 3.903 0.055 5.274  0.11
37 H 3.646 -1.035 7.523  0.09
38 H 1.999 -2.763 7.885  0.10
39 H 0.504 -3.459 6.106  0.11
40 H 0.501 -2.212 3.934  0.09
41 H -0.560 -0.623 0.351  0.10

***

A structure of composition C7H18CeF5I2O2P2Te in a non-equilibrium geometry, computed with wB97M-V/def2-TZVPD.

Properties
- LUMO energy (alpha / beta): -9.987 / -11.902 eV
- Net charge: +2
- Frontier orbital gap (alpha / beta): 5.14 / 3.22 eV
- E_HOMO (alpha / beta): -15.12 / -15.12 eV
- Relative energy (zero: lowest compared OMol25 entry of this formula, charge and spin): 0.00 kJ/mol
- Multiplicity: 2

Last column: Löwdin charge in e.
Geometry (Å):
1 I -0.003 -1.341 -6.517  0.52
2 I -0.003 1.339 -6.340  0.49
3 Ce 0.042 0.687 0.916  0.85
4 P -2.609 0.066 -0.459  0.81
5 C -3.628 -0.083 -1.970  -0.24
6 C -3.236 -1.323 0.591  -0.22
7 H -4.306 -1.166 0.716  0.06
8 H -4.557 1.240 0.305  0.06
9 H -2.733 -1.396 1.567  0.04
10 H -3.103 1.611 1.392  0.04
11 H -3.406 -1.009 -2.521  0.05
12 H -3.062 -2.276 0.087  0.06
13 C -3.496 1.461 0.376  -0.24
14 H -4.680 -0.062 -1.660  0.06
15 H -3.294 2.368 -0.193  0.06
16 H -3.421 0.771 -2.632  0.05
17 P 2.624 0.069 -0.471  0.81
18 C 3.646 -0.103 -1.973  -0.24
19 C 3.511 1.475 0.347  -0.23
20 H 2.719 -1.394 1.562  0.05
21 H 4.300 -1.199 0.732  0.06
22 H 3.049 -2.285 0.093  0.06
23 C 3.229 -1.328 0.588  -0.21
24 H 3.127 1.599 1.371  0.03
25 H 4.574 1.248 0.275  0.06
26 H 4.701 -0.088 -1.691  0.06
27 H 3.455 0.740 -2.649  0.05
28 H 3.297 2.379 -0.219  0.06
29 H 3.428 -1.022 -2.530  0.05
30 C 0.017 0.146 -1.597  -0.20
31 O -0.005 -0.090 -2.732  0.04
32 F 0.029 -0.033 6.046  -0.52
33 Te -0.124 -0.282 4.064  2.04
34 F -1.217 2.008 1.984  -0.43
35 F 1.493 1.439 2.247  -0.45
36 F 1.218 -1.577 4.331  -0.40
37 F -1.467 -1.564 4.419  -0.41
38 O -0.107 -1.026 2.145  -0.73